[1]
71
Properties=species:S:1:pos:R:3:forces:R:3 method="wB97M-V/def2-TZVPD" gap_ev="7.3 / 6.9" spin_multiplicity=2
Mn 0.1826 0.8026 0.9837 -0.9 0.0 1.9
N 5.2991 -1.0966 -5.4610 -0.1 0.1 0.0
C 4.8402 -0.8764 -4.1699 0.0 0.0 0.0
C 3.9254 -1.7560 -3.5831 0.0 0.0 0.0
C 3.4488 -1.5195 -2.3081 0.0 0.1 0.0
C 3.8734 -0.3955 -1.6071 0.1 -0.1 -0.1
C 4.7782 0.4882 -2.1804 0.0 -0.1 0.1
C 5.2561 0.2485 -3.4534 0.1 0.0 -0.1
S 3.3149 -0.1556 0.0404 -0.3 -0.5 0.1
O 4.2760 0.6578 0.7312 0.0 0.1 0.0
O 3.0256 -1.4693 0.5658 0.0 -0.1 0.1
N 1.8681 0.5791 -0.0645 0.7 1.1 -0.2
C 1.8536 1.9303 -0.3130 0.9 0.3 -0.7
N 2.7712 2.5867 -1.0341 -0.1 -0.4 0.2
C 2.5843 3.8885 -1.1817 0.0 0.1 -0.1
C 1.4935 4.5655 -0.6611 0.0 0.2 0.0
C 0.5875 3.8087 0.0561 -0.3 0.3 0.2
N 0.7693 2.5193 0.2419 0.5 -0.3 -0.8
H 5.2104 -2.0301 -5.8212 0.0 0.0 0.0
H 6.1449 -0.6260 -5.7300 0.0 0.0 0.0
H 3.6000 -2.6332 -4.1327 0.0 0.0 0.0
H 2.7550 -2.2076 -1.8409 0.0 0.0 0.0
H 5.0977 1.3520 -1.6141 0.0 0.0 0.0
H 5.9661 0.9335 -3.9052 0.0 0.0 0.0
H 3.3427 4.4135 -1.7555 0.0 0.0 0.0
H 1.3614 5.6294 -0.7926 0.0 0.0 0.0
H -0.3037 4.2311 0.5090 0.0 0.0 0.0
C -6.7247 2.8749 1.5175 0.0 0.0 0.0
C -6.0698 3.1490 2.7097 0.1 0.0 0.0
C -4.7265 2.8311 2.8548 0.0 0.0 0.0
C -3.9977 2.2265 1.8262 0.1 -0.1 0.0
C -4.6712 1.9691 0.6261 0.0 0.0 0.0
C -6.0140 2.2887 0.4777 0.0 0.0 0.0
C -2.5679 1.9069 2.0711 -0.3 0.1 0.1
C -1.7048 1.2339 1.3170 0.5 -0.2 -0.3
C -1.8978 0.5653 0.0296 -1.6 0.3 0.0
C -2.4753 -0.7187 -0.0124 0.1 -0.3 -0.1
C -2.7321 -1.3498 -1.2089 0.0 -0.1 0.1
C -2.4140 -0.7244 -2.4196 0.0 -0.1 0.0
C -1.8599 0.5346 -2.4015 0.1 0.2 0.0
C -1.6214 1.1859 -1.1861 0.4 0.0 -0.2
H -7.7753 3.1106 1.3997 0.0 0.0 0.0
H -6.6061 3.6125 3.5299 0.0 0.0 0.0
H -4.2199 3.0555 3.7890 0.0 0.0 0.0
H -4.1418 1.5194 -0.2038 0.0 0.0 0.0
H -6.5104 2.0796 -0.4637 0.0 0.0 0.0
H -2.1991 2.2875 3.0262 0.0 0.0 -0.1
H -2.7253 -1.1885 0.9330 -0.1 0.0 -0.1
H -3.1918 -2.3323 -1.2138 0.0 0.0 0.0
H -2.6144 -1.2218 -3.3613 0.0 0.0 0.0
H -1.6305 1.0391 -3.3331 0.0 0.0 0.1
H -1.2621 2.2038 -1.1817 0.0 0.1 -0.1
C 1.1441 0.4468 5.3108 -0.1 0.0 -0.2
C 0.9631 0.9911 3.9685 0.2 0.0 0.7
N 0.8075 1.4018 2.9153 0.0 -0.4 -0.6
H 2.0043 -0.2208 5.3179 0.0 0.0 0.0
H 0.2522 -0.1140 5.5870 0.0 0.0 0.0
H 1.3034 1.2460 6.0309 0.0 0.0 0.0
N 0.0726 -1.0743 1.6333 0.1 0.5 -0.4
C 0.1295 -2.1701 1.3217 -0.3 -1.6 0.1
C 0.0176 -3.5777 0.9970 0.2 0.4 0.1
C 1.1458 -4.3521 0.7517 0.1 0.0 0.0
C 0.9936 -5.6998 0.4585 0.1 0.1 0.0
C -0.2698 -6.2679 0.4099 0.0 0.0 0.0
C -1.3923 -5.4925 0.6609 0.0 0.1 0.0
C -1.2498 -4.1470 0.9565 -0.3 0.0 0.0
H 2.1164 -3.8813 0.7949 0.1 0.0 0.0
H 1.8673 -6.3108 0.2739 0.0 0.0 0.0
H -0.3816 -7.3201 0.1801 0.0 0.0 0.0
H -2.3779 -5.9380 0.6312 0.0 0.0 0.0
H -2.1144 -3.5264 1.1598 0.0 -0.1 0.0

=====

[2]
79
Properties=species:S:1:pos:R:3:forces:R:3 method="wB97M-V/def2-TZVPD" gap_ev=6.9
Ti 0.0088 0.5321 -0.4153 0.2 0.6 -0.2
C -0.8140 3.0493 -2.3802 0.1 0.0 0.1
N 0.0736 2.7767 -1.2031 0.2 -0.1 -0.2
C 1.4511 3.0803 -1.6298 -0.1 0.0 0.0
C 2.0409 1.9937 -2.5237 0.0 -0.1 0.0
N 1.5003 0.5967 -2.3247 0.0 0.0 -0.1
C 0.8414 0.1824 -3.5874 0.1 0.0 0.1
C 2.5985 -0.3125 -1.9890 0.0 0.0 0.1
C 3.1172 -1.2533 -2.8657 -0.1 0.1 0.0
C 4.1693 -2.0698 -2.4641 0.0 0.0 0.0
C 4.7019 -1.9420 -1.1933 0.0 0.0 0.0
C 4.1778 -1.0084 -0.3111 0.0 0.0 0.0
C 3.1230 -0.1882 -0.6974 0.0 -0.1 -0.1
S 2.3762 0.9398 0.4059 -0.1 0.1 0.1
C -0.3738 3.6170 -0.1001 0.0 -0.2 0.0
C 0.3445 4.7156 0.3499 -0.1 0.1 0.0
C -0.1599 5.4950 1.3862 0.0 0.0 0.0
C -1.3834 5.1765 1.9554 0.0 0.0 0.0
C -2.0878 4.0665 1.5139 -0.1 0.0 0.0
C -1.5920 3.2550 0.4952 0.1 0.0 0.1
S -2.3578 1.7504 0.0274 0.3 -0.1 0.0
H -0.8714 4.1305 -2.5205 0.0 0.0 0.0
H -1.8021 2.6380 -2.2188 0.0 0.0 0.0
H -0.3788 2.6061 -3.2691 0.0 0.0 0.0
H 2.0697 3.1728 -0.7517 0.1 0.0 0.1
H 1.4657 4.0324 -2.1719 0.0 0.0 0.0
H 3.1134 1.9767 -2.3459 0.1 0.0 0.0
H 1.8983 2.2431 -3.5744 0.0 0.0 0.0
H 1.5313 0.3077 -4.4254 0.0 0.0 0.0
H -0.0486 0.7705 -3.7614 0.0 0.0 0.0
H 0.5379 -0.8542 -3.5142 0.0 -0.1 0.0
H 2.7082 -1.3749 -3.8584 0.0 0.0 0.0
H 4.5632 -2.8099 -3.1497 0.0 0.0 0.0
H 5.5163 -2.5820 -0.8768 0.0 0.0 0.0
H 4.5652 -0.9232 0.6968 0.0 0.0 0.0
H 1.2890 4.9892 -0.0995 0.0 0.0 0.0
H 0.4027 6.3531 1.7318 0.0 0.0 0.0
H -1.7852 5.7812 2.7600 0.0 0.0 0.0
H -3.0278 3.7936 1.9788 0.0 0.0 0.0
I -0.2254 -3.5046 -2.1964 0.0 0.2 -0.1
C 0.4753 -3.5535 -0.2493 0.1 0.1 0.4
C 0.8215 -4.8332 0.2486 -0.1 0.0 -0.1
C 1.3047 -4.9998 1.5064 0.0 0.1 0.0
I 1.8066 -6.9282 2.1200 0.0 -0.1 0.0
C 1.4659 -3.8809 2.3676 0.0 -0.1 0.1
C 1.9682 -3.9671 3.6854 0.0 0.0 0.0
C 2.0929 -2.8359 4.4342 0.0 0.0 0.0
C 1.6995 -1.6089 3.8675 0.0 0.0 0.0
N 1.2275 -1.4847 2.6541 0.0 -0.1 0.1
C 1.1117 -2.5977 1.8890 0.0 0.0 -0.2
C 0.6178 -2.4278 0.5375 0.3 0.3 0.1
O 0.3719 -1.1906 0.1194 -0.6 -0.3 -0.2
H 0.7019 -5.6858 -0.4052 0.0 0.0 0.0
H 2.2506 -4.9328 4.0826 0.0 0.0 0.0
H 2.4802 -2.8672 5.4435 0.0 0.0 0.0
H 1.7791 -0.6972 4.4543 0.0 0.0 0.0
Br -7.3839 -1.6286 -2.1106 0.0 0.0 0.0
C -5.6205 -1.6111 -1.4185 0.1 0.0 0.0
C -5.3493 -2.2792 -0.2341 0.0 0.0 0.0
C -4.0560 -2.2676 0.2654 0.0 0.0 0.0
C -3.0488 -1.5912 -0.4061 0.0 0.0 0.0
C -3.3347 -0.9290 -1.5928 0.0 0.0 0.0
C -4.6277 -0.9391 -2.1053 0.0 0.0 0.0
C -2.2860 -0.1871 -2.3694 0.1 0.1 0.0
O -2.5048 0.2625 -3.4725 0.0 0.0 0.0
O -1.1089 -0.0777 -1.7870 0.0 -0.2 -0.1
H -6.1416 -2.8023 0.2839 0.0 0.0 0.0
H -3.8323 -2.8014 1.1817 0.0 0.0 0.0
H -2.0434 -1.5848 -0.0113 0.0 0.0 0.0
H -4.8342 -0.4194 -3.0306 0.0 0.0 0.0
N -2.1471 -0.0631 4.2150 0.0 0.1 0.0
N -1.2405 0.5890 3.3875 0.0 -0.1 0.2
N -0.4759 1.5716 3.8180 0.0 0.0 0.0
C 0.2197 1.8468 2.7246 0.2 0.0 -0.1
N -0.1320 1.0459 1.7203 -0.3 -0.3 -0.2
N -1.0637 0.2369 2.1690 -0.1 0.0 0.4
H -2.4833 0.6404 4.8643 0.0 0.0 0.1
H -2.9204 -0.3424 3.6193 0.0 -0.1 -0.1
H 0.9624 2.6236 2.6516 0.0 0.0 0.0

=====

[3]
79
Properties=species:S:1:pos:R:3:forces:R:3 method="wB97M-V/def2-TZVPD" gap_ev="6.6 / 5.6" total_charge=-1 spin_multiplicity=5
Mn 1.1088 -0.1885 -2.3014 0.2 0.3 -0.1
S 3.0544 1.7431 -0.6098 -0.1 -0.1 0.0
S 4.7058 1.6453 -1.6135 0.0 0.0 -0.1
S 4.4799 0.3691 -3.2629 0.0 0.0 0.0
S 3.2685 -1.1636 -2.7061 -0.1 0.1 0.1
C -2.9621 1.0724 3.3692 0.0 0.0 0.0
C -2.1712 1.0820 2.0875 0.0 0.0 0.0
C -1.9226 2.2550 1.3877 0.0 0.0 0.0
C -1.2465 2.2597 0.1786 0.0 0.0 0.0
C -1.1284 3.5392 -0.5595 0.1 0.0 0.0
O -1.3463 3.6533 -1.7512 -0.1 0.0 0.0
C -0.7368 4.7616 0.2273 0.0 0.0 0.0
C 0.1549 4.6769 1.2915 0.0 0.0 0.0
C 0.5614 5.8278 1.9520 0.0 0.0 0.0
C 0.0611 7.0630 1.5662 0.0 0.0 0.0
C -0.8336 7.1510 0.5065 0.0 0.0 0.0
C -1.2199 6.0049 -0.1688 0.0 0.0 0.0
C -0.7048 1.0590 -0.3746 0.0 0.0 0.0
O -0.0499 1.1309 -1.4659 0.0 -0.1 0.0
C -0.9120 -0.1459 0.3722 0.0 0.0 0.0
C -1.6635 -0.0898 1.5505 0.0 0.0 0.0
C -0.3731 -1.4472 -0.0537 0.0 0.0 -0.1
N 0.5112 -1.5899 -0.9769 0.1 -0.1 0.0
C 1.0146 -2.9334 -1.3051 0.0 0.0 0.0
C 2.0437 -3.4980 -0.3235 0.0 0.0 0.0
Te 3.4618 -2.1260 0.5460 0.0 0.1 0.0
C 3.0325 -2.8246 2.5106 0.0 0.0 0.0
C 2.7607 -1.9031 3.5202 0.0 0.0 0.0
C 2.4226 -2.3262 4.7997 0.0 0.0 0.0
C 2.3354 -3.6813 5.0863 0.0 0.0 0.0
C 2.6084 -4.6092 4.0897 0.0 0.0 0.0
C 2.9669 -4.1831 2.8180 0.0 0.0 0.0
C -0.9547 -2.6627 0.6088 0.0 0.0 0.0
C -1.9953 -3.3197 -0.0418 0.0 0.0 0.0
C -2.5647 -4.4486 0.5285 0.0 0.0 0.0
C -2.1002 -4.9248 1.7476 0.0 0.0 0.0
C -1.0636 -4.2694 2.3972 0.0 0.0 0.0
C -0.4926 -3.1381 1.8301 0.0 0.0 0.0
H -3.1853 2.0893 3.6948 0.0 0.0 0.0
H -2.4152 0.5793 4.1759 0.0 0.0 0.0
H -3.9135 0.5477 3.2530 0.0 0.0 0.0
H -2.2950 3.1963 1.7807 0.0 0.0 0.0
H 0.5430 3.7100 1.5852 0.0 0.0 0.0
H 1.2722 5.7592 2.7655 0.0 0.0 0.0
H 0.3722 7.9598 2.0876 0.0 0.0 0.0
H -1.2227 8.1154 0.2047 0.0 0.0 0.0
H -1.8977 6.0546 -1.0113 0.0 0.0 0.0
H -1.8514 -1.0102 2.0876 0.0 0.0 0.0
H 1.4412 -2.8677 -2.3030 0.0 0.0 0.0
H 0.1894 -3.6414 -1.3834 0.0 0.0 0.1
H 2.5938 -4.2959 -0.8187 0.0 0.0 0.0
H 1.5497 -3.9166 0.5509 0.0 0.0 0.0
H 2.7837 -0.8427 3.2954 0.0 0.0 0.0
H 2.2071 -1.5937 5.5683 0.0 0.0 0.0
H 2.0581 -4.0126 6.0794 0.0 0.0 0.0
H 2.5491 -5.6698 4.3036 0.0 0.0 0.0
H 3.1895 -4.9192 2.0542 0.0 0.0 0.0
H -2.3424 -2.9473 -0.9993 0.0 0.0 0.0
H -3.3694 -4.9592 0.0149 0.0 0.0 0.0
H -2.5445 -5.8082 2.1895 0.0 0.0 0.0
H -0.6897 -4.6364 3.3450 0.0 0.0 0.0
H 0.3171 -2.6276 2.3370 0.0 0.0 0.0
N -0.6181 4.1611 -4.5436 0.0 0.0 0.0
C -0.2753 2.7648 -4.8019 0.0 0.0 0.0
C 0.8915 2.3576 -3.9302 -0.2 0.0 0.0
O 1.5628 3.3406 -3.3671 0.0 0.0 0.0
O 1.1917 1.1942 -3.7881 0.3 -0.1 0.0
H -1.1491 4.5574 -5.3051 0.0 0.0 0.0
H 1.0814 4.1590 -3.6244 0.0 0.0 0.0
H -1.1691 4.2246 -3.6925 0.0 0.0 0.0
H 0.0604 2.6509 -5.8349 0.0 0.0 0.0
H -1.0665 2.0305 -4.6318 0.0 0.0 0.0
F 0.2590 -1.4599 -4.1504 -0.2 -0.1 0.1
C -1.1748 -1.2275 -4.3245 -0.1 0.1 0.0
F -1.5267 -0.7891 -3.0070 0.1 -0.1 -0.1
C -1.7256 -2.6470 -4.3213 0.1 0.0 -0.1
F -1.4914 -3.2686 -5.4931 0.0 0.0 0.0
F -1.2375 -3.4963 -3.3627 0.0 0.0 0.1
F -3.0630 -2.6364 -4.1363 0.0 0.0 0.0